[1]
# C15H48BF4O15

A 10-piece molecular cluster, C15H48BF4O15 overall at a distorted geometry (ωB97M-V with the def2-TZVPD basis set, the OMol25 dataset).

XYZ file:
```
83
Properties=species:S:1:pos:R:3:mulliken_charge:R:1
H -9.756 9.205 7.356 0.22
C -5.175 10.823 6.839 -0.09
O -5.510 11.978 5.944 -0.54
H -10.916 7.960 7.020 0.41
H -12.950 13.190 1.210 0.38
H -7.266 9.917 0.368 -0.08
H -8.918 15.895 -0.783 0.32
C -7.619 9.292 -0.452 -0.31
H -5.659 9.794 3.273 0.12
H -8.174 8.398 2.891 0.21
C -3.592 8.265 1.753 -0.31
H -12.170 11.759 0.526 0.24
H -11.397 14.691 0.189 0.21
H -10.811 10.074 4.676 0.37
H -2.627 8.429 1.272 0.32
B -8.005 11.101 3.402 0.94
H -4.417 6.745 2.627 0.36
O -7.510 7.934 -0.008 -0.55
H -10.283 12.491 1.921 0.31
O -3.628 6.946 2.119 -0.61
O -8.233 15.242 -0.621 -0.59
C -9.128 9.776 -0.531 0.52
C -11.996 12.772 0.888 -0.41
O -7.757 7.891 8.355 -0.65
H -9.021 7.624 5.290 0.31
H -8.930 6.396 7.590 0.35
H -8.100 13.424 6.053 -0.15
C -10.042 8.190 7.630 -1.17
O -9.758 9.483 -1.760 -0.62
H -8.083 7.643 1.583 0.55
H -8.106 7.827 9.248 0.33
H -10.035 9.838 3.397 0.01
H -6.418 11.869 5.653 0.12
H -10.619 9.906 -1.799 0.34
F -6.676 11.465 2.931 -0.76
F -8.346 11.928 4.454 -0.06
O -7.987 15.141 7.322 -0.59
H -7.500 6.891 5.777 0.29
H -7.035 15.040 7.391 0.34
F -8.039 9.723 3.816 -0.15
H -5.959 11.895 8.535 0.19
O -7.337 10.554 7.963 -0.43
O -10.875 9.654 3.818 -0.72
H -9.104 14.633 4.096 0.12
H -9.248 16.044 5.144 0.30
H -6.991 9.457 -1.328 0.53
C -8.189 7.709 5.988 -0.70
C -8.522 14.415 6.219 -0.05
O -10.262 13.346 -0.806 -0.49
H -7.631 12.134 1.386 -0.37
O -11.184 12.790 2.065 -0.55
H -7.016 14.041 2.194 0.13
H -9.511 13.699 -0.323 0.19
O -5.157 8.979 3.348 -0.28
H -8.730 15.406 1.345 0.31
C -5.913 10.882 8.137 -0.47
H -6.883 16.027 5.071 0.28
F -8.983 11.199 2.406 0.25
H -5.356 9.886 6.312 0.05
C -3.813 9.208 2.907 -0.42
H -7.642 8.652 5.967 -0.09
C -8.723 7.456 7.444 0.19
C -7.121 13.940 1.114 0.14
H -7.071 16.021 0.972 0.41
H -3.077 9.075 3.700 0.25
H -9.730 9.362 0.277 0.11
H -6.190 13.897 0.549 0.30
H -4.112 10.629 6.984 0.43
H -3.691 10.261 2.654 0.37
H -5.483 10.136 8.806 0.37
H -9.517 14.122 6.552 0.29
H -7.548 9.668 8.269 0.34
H -7.668 7.407 -0.795 0.29
H -10.256 8.345 8.687 0.36
O -8.248 7.521 2.517 -0.81
H -12.082 13.771 -1.173 0.38
C -7.822 15.260 0.761 -0.77
H -9.259 10.852 -0.423 -0.14
C -11.500 13.701 -0.254 -0.46
O -7.351 15.467 4.447 -0.49
O -7.911 12.829 0.786 -0.30
C -8.623 15.184 4.905 -0.04
H -4.301 8.345 0.929 0.10
```

Output
**E_tot**: -2153.425451 Eh
**Charge**: -1
**M**: 555.3 g/mol

[2]
# C15H48O19P4

A 7-piece molecular cluster, C15H48O19P4 overall at a distorted geometry (ωB97M-V with the def2-TZVPD basis set, the OMol25 dataset).

XYZ file:
```
86
Properties=species:S:1:pos:R:3:mulliken_spin:R:1
H -22.664 -0.522 10.573 0.00
C -27.232 3.712 11.060 -0.01
H -22.124 8.668 14.082 0.00
H -24.741 3.922 7.290 0.05
H -27.620 3.359 12.015 0.00
H -22.503 0.450 9.112 0.00
H -23.154 -2.278 2.460 0.00
C -21.994 0.141 10.025 0.00
H -24.388 6.226 9.171 0.00
H -23.058 11.435 9.716 0.00
H -27.181 8.218 7.928 0.00
O -28.559 -0.706 8.109 0.00
H -20.993 3.198 13.235 0.00
H -26.658 0.286 11.648 0.00
H -32.243 -1.703 9.355 0.00
C -27.842 7.594 8.529 0.00
H -22.261 4.393 12.593 0.00
C -22.323 10.642 9.580 0.00
O -22.235 9.821 10.786 0.00
C -31.507 -1.106 8.817 0.00
H -21.925 4.887 8.737 0.00
H -23.102 -3.253 8.343 0.00
O -27.936 4.941 10.624 0.00
O -28.612 -2.503 9.986 0.00
H -23.756 1.990 5.750 0.00
H -32.143 -0.305 8.441 0.00
H -27.813 7.817 9.596 0.00
H -29.584 1.246 8.056 0.00
H -31.166 -1.728 7.989 0.00
O -25.117 2.473 8.699 0.65
H -28.051 1.180 7.266 0.00
O -28.192 0.023 10.455 0.00
H -20.376 4.342 8.180 0.00
H -22.115 -3.576 6.889 0.00
O -22.237 -2.086 4.360 0.00
H -26.169 3.909 11.194 0.00
H -21.862 3.943 7.252 0.00
H -28.877 7.894 8.363 0.02
C -25.556 3.317 7.687 0.09
C -23.334 1.098 6.213 0.00
H -25.594 7.189 10.042 0.00
H -26.207 4.046 8.170 0.05
P -28.942 -1.095 9.633 0.00
H -29.540 0.399 6.666 0.00
P -22.377 8.162 10.727 0.00
H -22.533 9.977 8.742 0.00
H -24.050 -3.146 3.766 0.00
O -23.816 8.009 9.949 0.00
P -22.411 -1.259 5.755 0.00
O -21.224 7.406 10.227 0.00
C -21.747 7.975 13.330 0.00
O -20.815 3.605 11.303 0.00
O -21.164 -1.001 6.546 0.00
O -23.528 -2.127 6.577 0.00
C -24.557 6.854 10.046 -0.01
O -30.500 -0.643 9.724 0.00
O -22.743 7.827 12.278 0.00
H -21.107 -0.430 9.754 0.00
H -24.566 3.074 9.206 -0.01
H -27.732 5.744 9.043 -0.01
O -21.369 2.870 8.955 0.00
C -23.109 -3.321 7.256 0.00
H -20.640 4.885 12.862 0.00
C -23.380 -2.321 3.525 0.00
O -23.148 0.069 5.301 0.00
O -23.329 3.289 10.498 0.01
H -20.791 8.346 12.961 0.00
H -23.984 0.755 7.017 0.00
O -21.652 1.240 10.913 0.00
C -21.425 4.053 8.245 0.00
C -26.775 -0.054 10.619 0.00
H -25.970 2.834 6.802 0.01
H -23.967 -1.406 3.605 0.00
H -27.318 2.848 10.400 0.00
H -27.785 5.662 11.240 0.00
H -24.460 6.307 10.983 0.00
O -27.614 6.215 8.215 0.12
H -21.396 11.193 9.425 0.00
H -21.548 7.027 13.829 0.00
P -21.918 2.798 10.442 0.00
H -22.372 1.384 6.637 0.00
C -21.237 4.022 12.564 0.00
H -23.736 -4.170 6.984 0.00
H -26.299 0.608 9.896 -0.01
C -28.908 0.565 7.538 0.00
H -26.254 -1.008 10.546 0.00
```

Output
**2S+1**: 2
**E_tot**: -3395.187228 Eh
**Charge**: +1
**M**: 656.4 g/mol
**<S²>**: 0.76

[3]
# C15H48O19S5

A 9-piece molecular cluster, C15H48O19S5 overall at a distorted geometry (ωB97M-V with the def2-TZVPD basis set, the OMol25 dataset).

XYZ file:
```
87
Properties=species:S:1:pos:R:3:mulliken_charge:R:1
H -0.497 -0.779 -1.005 0.09
H -3.698 1.271 2.199 0.29
H -0.832 3.602 -2.021 0.39
H 0.806 0.332 3.052 -0.25
H -0.683 -3.871 5.545 0.40
C 0.156 -2.734 3.995 0.81
H -2.736 4.940 0.695 0.39
C -2.709 -3.314 -2.524 0.09
H 3.839 -2.378 -1.698 0.24
H -1.093 -2.098 5.679 0.37
O 0.064 -5.244 1.298 -0.69
H -3.574 -3.638 -1.956 0.24
O -3.329 -3.565 -3.937 -0.40
S -2.812 -0.754 1.722 0.92
H 0.815 -0.873 -0.348 -0.02
H 2.591 -4.648 2.968 0.36
O 0.158 -3.961 3.235 -0.45
H -1.853 -5.198 -2.806 0.37
C 2.212 6.057 -1.201 0.03
H -0.067 -1.906 3.358 -0.41
C 0.162 3.390 -1.673 -0.54
O -3.688 4.610 0.471 -0.68
H 5.160 0.184 3.286 0.42
H -0.877 0.028 -4.273 0.35
O 4.280 -1.420 0.809 -0.26
H 5.806 -1.061 -0.548 0.38
C -0.936 -2.952 5.017 -1.47
H 3.407 7.739 -1.664 0.39
H -3.464 3.882 -0.123 0.32
O 0.515 -2.785 1.017 -0.22
H -2.471 1.312 -0.820 0.34
H 2.393 5.538 -2.149 0.26
H 2.118 8.273 -0.644 0.30
H -5.200 -2.192 -5.222 0.32
H -0.018 0.678 -3.183 0.27
O -1.479 -0.255 2.419 -0.20
H 0.789 2.162 2.529 0.13
O -2.817 -0.469 0.305 -0.49
C -1.506 -4.252 -2.360 -1.06
H 3.561 0.764 3.694 0.35
H 2.983 5.723 -0.492 0.25
H 2.631 -5.365 1.405 0.45
H -1.096 -4.362 -1.359 0.27
S -2.978 -2.717 -5.208 1.09
H 1.747 7.858 -2.278 0.33
H -1.578 1.793 2.185 0.43
C 2.397 -4.439 1.925 -1.02
H 1.150 -2.593 4.422 0.35
H -4.162 -1.039 -4.159 0.20
O -3.011 -2.085 2.220 -0.62
O 0.889 5.813 -0.645 -0.28
C -4.305 -1.548 -5.124 -0.76
C 2.358 7.520 -1.466 -1.33
S 0.678 -4.036 1.706 1.15
H -0.590 0.991 0.921 -0.27
O 2.640 -1.551 2.563 -0.49
O -2.872 1.883 -1.518 -0.60
H -2.547 1.597 -2.369 0.27
H 4.379 -0.935 -2.573 0.42
H -3.997 0.255 3.598 0.31
O 0.281 -0.251 -0.858 0.14
O -3.247 -3.609 -6.267 -0.62
O -0.655 4.362 0.602 -0.58
H -4.994 0.125 1.976 0.36
H -4.037 -0.897 -5.973 0.35
H -0.010 1.408 3.975 0.42
C -4.003 0.305 2.513 -0.92
H 3.034 -0.811 -1.556 -0.04
O -1.784 -2.003 -4.989 -0.58
C 4.238 0.529 2.855 -1.17
H 3.102 -3.689 1.530 0.11
H -2.531 -2.195 -2.420 0.16
S 0.555 4.350 -0.162 1.13
H -1.813 -3.147 4.420 0.32
H 4.359 1.483 2.337 0.37
H 4.663 0.261 -0.300 0.26
O 1.818 3.867 0.412 -0.66
C 4.025 -1.258 -1.598 -0.81
C 0.236 1.252 2.917 -0.68
C -0.867 1.022 1.993 0.54
H 1.010 3.509 -2.382 0.45
O -0.741 0.872 -3.850 -0.63
O 2.562 0.309 0.984 -0.29
S 3.310 -0.591 1.750 0.75
H 0.252 2.311 -1.454 -0.29
H -0.711 -3.862 -2.959 0.30
C 4.735 -0.831 -0.390 -0.22
```

Output
**E_tot**: -4020.710040 Eh
**M**: 692.9 g/mol
**Structure (SMILES)**: CCOS(C)(=O)=O.CCOS(C)(=O)=O.CCOS(C)(=O)=O.CCOS(C)(=O)=O.CCOS(C)(=O)=O.O.O.O.O

Q: Among the records above, which one has the highest E_tot?
A: C15H48BF4O15

Q: E_tot of number 2 (C15H48O19P4)?
A: -3395.187228 Eh